(1)
Computed, not measured: a 2-piece molecular cluster, C9H17O5P overall, with ωB97M-V with the def2-TZVPD basis set.

The geometry in XYZ format:
```
32
C9H17O5P, DFT ωB97M-V with the def2-TZVPD basis set
C -0.09709 0.62398 -1.65888
C 0.85991 2.11135 0.02023
C 0.77189 -0.29031 0.67745
C -3.22440 -0.15080 -1.31866
C -2.78698 0.29253 1.23868
C 4.12760 -0.29724 0.69428
C 2.46480 0.53052 -1.08269
C 1.07611 0.68592 -0.55093
C -3.68673 -0.30206 0.12502
O -5.79221 0.08573 1.90919
O -6.40527 -0.57107 -0.50552
O 0.26182 0.52792 -2.85616
O -4.21383 -1.59887 0.54404
O 3.70408 0.74798 -0.20967
P -5.40474 -0.36554 0.51724
H -0.11352 2.07379 0.55617
H 0.77287 2.83440 -0.71972
H 1.63057 2.39196 0.66045
H 1.01292 -1.36092 0.45286
H 1.23188 0.05632 1.60476
H -0.24843 -0.22051 0.76569
H -2.95866 0.83741 -1.59194
H -2.38028 -0.75668 -1.62812
H -4.17170 -0.44175 -1.91788
H -2.05031 -0.47496 1.47963
H -3.26786 0.43688 2.23660
H -2.01926 1.12847 0.89333
H 3.49274 -0.32979 1.69904
H 5.14743 0.06283 0.89208
H 4.07326 -1.28202 0.07318
H 2.59031 1.38497 -1.75315
H 2.38324 -0.55813 -1.44050
```

For the max |F|, the calculation gives 0.0755 Eh/bohr. The calculation puts the lowest unoccupied orbital energy at 5.038 eV. For the HOMO energy, the calculation gives 0.0200 Ha. The net charge is -2. As for the spin multiplicity: 1. For the orbital gap, the calculation gives 4.493 eV.



(2)
Computed, not measured: C19H18N6O4Pt as an isolated structure, with ωB97M-V with the def2-TZVPD basis set.

The geometry in XYZ format:
```
48
C19H18N6O4Pt, DFT ωB97M-V with the def2-TZVPD basis set
Pt 0.73566 1.10735 0.62270
O -1.47298 -2.79015 1.09268
C -2.72250 -2.30674 0.86512
C -3.77582 -3.21653 0.84585
C -5.06467 -2.77963 0.61300
C -5.32165 -1.42882 0.39340
C -4.27411 -0.53023 0.40129
C -2.96163 -0.94796 0.63344
C -1.85297 0.03152 0.57145
O -0.70814 -0.30640 1.11751
N -2.07866 1.16344 -0.02075
N -0.92887 1.93616 -0.06748
C -1.05479 3.16814 -0.40512
C 0.02062 4.11851 -0.52311
C -0.33146 5.42151 -0.92456
C 0.59866 6.42171 -1.04459
C 1.93617 6.13272 -0.74676
C 2.31852 4.87311 -0.36136
C 1.38282 3.82145 -0.24700
O 1.86650 2.65084 0.08781
H -0.88389 -2.00848 1.10640
H -3.55470 -4.26177 1.01554
H -5.87619 -3.49594 0.60288
H -6.33100 -1.08587 0.21279
H -4.44809 0.52220 0.22951
H -2.06727 3.50419 -0.61031
H -1.37467 5.62284 -1.13909
H 0.30582 7.41297 -1.36051
H 2.68192 6.91499 -0.81728
H 3.35139 4.64361 -0.13733
C 2.33027 -4.80319 -0.16934
N 2.14762 -3.45376 -0.64190
C 2.66836 -2.92700 -1.88490
C 2.27481 -1.44313 -1.77085
O 2.47293 -0.61897 -2.62781
N 1.67400 -1.24039 -0.54247
C 1.67583 -2.40663 0.06946
N 1.29785 -2.54551 1.35657
H 2.46297 -5.45752 -1.02819
H 1.44438 -5.14857 0.36581
H 3.20231 -4.90264 0.48451
H 2.22812 -3.39429 -2.76606
H 3.75703 -3.01601 -1.94045
H 0.82024 -1.75395 1.76040
H 1.04613 -3.45315 1.70688
N 3.50571 0.70969 1.96062
C 2.38352 0.70573 1.68052
H 4.49392 0.84057 1.98111
```

For the max |F|, the calculation gives 0.0370 Eh/bohr. The calculation puts the lowest unoccupied orbital energy at 0.236 eV. For the HOMO energy, the calculation gives -0.2767 Ha. The net charge is 0. As for the spin multiplicity: 1. For the orbital gap, the calculation gives 7.767 eV.



(3)
Computed, not measured: an isolated ion of composition C38H47N4 and charge +1, with ωB97M-V with the def2-TZVPD basis set.

The geometry in XYZ format:
```
89
C38H47N4, DFT ωB97M-V with the def2-TZVPD basis set
C -2.42498 -2.65945 7.54412
N -2.79616 -1.51356 6.74475
C -3.86598 -0.71513 7.29976
C -2.20272 -1.23126 5.54806
C -2.78156 -0.31544 4.62947
C -2.20806 -0.11003 3.38115
C -1.00060 -0.74554 3.00629
C -0.37947 -0.54069 1.67607
C -0.84215 0.43456 0.83217
C -0.30706 0.80298 -0.51214
C -0.15040 2.32374 -0.74236
C 0.37963 2.74418 -1.96892
C 0.33832 4.07496 -2.36340
C -0.24449 5.04822 -1.50333
N -0.39214 6.34632 -1.89608
C -0.77705 7.37580 -0.95525
C -0.14995 6.80889 -3.24635
C -0.66115 4.63232 -0.21154
C -0.59286 3.29255 0.16589
N -1.13765 0.25188 -1.63778
C -2.52192 -0.28502 -1.24302
C -2.27550 -1.74548 -0.88049
C -0.93171 -2.12870 -1.51941
C -0.55574 -0.96197 -2.40700
C 0.92956 -0.86287 -2.78229
C 1.17785 -0.20682 -4.12504
C 0.53418 -0.70677 -5.26555
C 0.71739 -0.08088 -6.50201
C 1.53186 1.05213 -6.60536
C 2.21352 1.52293 -5.47738
C 2.08047 0.86269 -4.25262
C 0.73604 -1.46711 1.28496
C 1.94411 -0.99947 0.72854
C 2.88396 -1.88367 0.21262
C 2.72188 -3.28852 0.37437
N 3.67604 -4.17830 -0.04340
C 3.71070 -5.54749 0.42743
C 4.72176 -3.84041 -0.98451
C 1.55058 -3.75849 1.02275
C 0.58825 -2.86267 1.45913
C -0.39189 -1.58728 3.97003
C -0.98380 -1.86109 5.18860
H -1.93448 -3.42018 6.93122
H -1.74253 -2.37104 8.35826
H -3.32884 -3.09434 7.99277
H -3.83520 0.30264 6.90143
H -4.85620 -1.14896 7.08588
H -3.74644 -0.67233 8.39101
H -3.70346 0.19836 4.90242
H -2.72052 0.54919 2.68217
H -1.68157 1.05865 1.15886
H 0.67703 0.35490 -0.62266
H 0.83767 2.01349 -2.64132
H 0.73970 4.36801 -3.33617
H -0.11808 7.38111 -0.07470
H -0.70997 8.34322 -1.46342
H -1.80943 7.23217 -0.60397
H -0.20927 5.98243 -3.95965
H -0.91647 7.55358 -3.49983
H 0.83333 7.29739 -3.34074
H -1.09376 5.36064 0.47591
H -0.90673 3.00186 1.17017
H -1.26687 0.98998 -2.34208
H -3.12129 -0.22974 -2.16007
H -2.97248 0.34544 -0.47518
H -3.07644 -2.37972 -1.27594
H -2.26526 -1.89976 0.20417
H -0.98178 -3.05735 -2.10071
H -0.15683 -2.27574 -0.75730
H -1.18755 -0.99182 -3.30569
H 1.30557 -1.90216 -2.80926
H 1.50993 -0.35831 -1.99697
H -0.10999 -1.59084 -5.18099
H 0.21296 -0.47817 -7.38517
H 1.64608 1.56014 -7.56177
H 2.85328 2.40270 -5.54138
H 2.65658 1.19206 -3.38033
H 2.16258 0.07257 0.74404
H 3.78435 -1.48458 -0.26044
H 3.38242 -5.60682 1.47180
H 3.07169 -6.21007 -0.17835
H 4.74309 -5.91329 0.36002
H 4.52106 -2.88718 -1.48232
H 5.69758 -3.78120 -0.47698
H 4.79696 -4.62858 -1.74901
H 1.39177 -4.82841 1.17469
H -0.31458 -3.24962 1.94182
H 0.57232 -2.04771 3.76217
H -0.49105 -2.54267 5.88267
```

For the max |F|, the calculation gives 0.0327 Eh/bohr. The calculation puts the lowest unoccupied orbital energy at -1.794 eV. For the HOMO energy, the calculation gives -0.3403 Ha. The net charge is +1. As for the spin multiplicity: 1. For the orbital gap, the calculation gives 7.466 eV.



(4)
Computed, not measured: a 5-piece molecular cluster, C15H35N5O5 overall, with ωB97M-V with the def2-TZVPD basis set.

The geometry in XYZ format:
```
60
C15H35N5O5, DFT ωB97M-V with the def2-TZVPD basis set
C -35.06649 -17.10221 35.46583
N -34.61167 -15.71006 35.31246
C -35.24557 -15.19557 34.14378
C -33.34119 -15.44461 35.63295
O -32.70456 -14.59235 34.99441
H -35.20858 -17.65187 34.53535
H -36.12580 -17.25869 35.66948
H -34.75018 -17.71415 36.31057
H -36.31091 -14.98160 34.22962
H -34.68602 -14.30929 33.84462
H -35.22259 -15.85952 33.27964
H -32.77384 -16.07775 36.33256
C -29.34695 -15.08649 38.86656
N -30.29132 -15.86697 39.69294
C -31.43081 -16.34292 38.97251
C -29.98055 -16.23826 41.02209
O -30.69865 -16.89891 41.76498
H -28.34639 -15.51891 38.86827
H -29.16316 -14.10049 39.29333
H -29.73294 -14.88472 37.86737
H -31.27761 -16.86183 38.02628
H -32.16250 -16.98433 39.46376
H -32.11515 -15.51504 38.78705
H -29.08712 -15.69919 41.37336
C -31.65833 -10.02590 35.27388
N -30.85571 -10.45379 36.37774
C -29.90891 -9.53063 37.08912
C -30.72790 -11.77556 36.58534
O -30.03841 -12.30466 37.43047
H -31.73440 -10.78630 34.49664
H -31.24888 -9.18240 34.71804
H -32.63222 -9.71810 35.65453
H -29.73639 -10.03005 38.04249
H -29.03837 -9.37509 36.45188
H -30.39586 -8.58566 37.32997
H -31.28757 -12.23609 35.75656
C -33.07597 -11.25119 41.61424
N -32.04681 -11.85159 40.72445
C -32.35618 -13.15513 40.04713
C -30.99447 -11.05472 40.37716
O -30.67028 -10.03217 41.02008
H -33.93357 -10.88664 41.04878
H -32.56533 -10.43641 42.12755
H -33.39587 -12.13139 42.17192
H -31.52190 -13.47803 39.42439
H -32.66952 -13.97734 40.69048
H -33.25412 -13.15935 39.42923
H -30.48370 -11.43382 39.47850
C -31.98093 -3.97981 36.04555
N -30.68296 -4.61660 35.88087
C -30.50360 -5.48893 34.78066
C -29.71822 -4.36024 36.76792
O -29.80285 -3.45301 37.57327
H -32.27493 -3.46242 35.13233
H -31.99528 -3.22546 36.83222
H -32.78016 -4.71132 36.16483
H -30.76989 -5.00162 33.84273
H -29.48341 -5.81171 34.57295
H -31.08313 -6.39740 34.94481
H -28.90031 -5.08431 36.63021
```

For the max |F|, the calculation gives 0.0782 Eh/bohr. The calculation puts the lowest unoccupied orbital energy at 0.387 eV. For the HOMO energy, the calculation gives -0.3307 Ha. The net charge is 0. As for the spin multiplicity: 1. For the orbital gap, the calculation gives 9.386 eV.



(5)
Computed, not measured: CH3Br2P as an isolated structure, with ωB97M-V with the def2-TZVPD basis set.

The geometry in XYZ format:
```
7
CH3Br2P, DFT ωB97M-V with the def2-TZVPD basis set
C 0.79836 -0.06808 0.47599
P -1.17266 -0.05293 -1.08248
Br 1.84390 1.44434 0.14601
Br 1.69369 -1.75345 0.23005
H 0.37574 0.11160 1.36307
H -1.72640 1.19864 -1.01915
H -1.81262 -0.88011 -0.11348
```

For the max |F|, the calculation gives 0.1002 Eh/bohr. The calculation puts the lowest unoccupied orbital energy at -0.691 eV. For the HOMO energy, the calculation gives -0.3303 Ha. The net charge is 0. As for the spin multiplicity: 1. For the orbital gap, the calculation gives 8.297 eV.



(6)
Computed, not measured: a 3-piece molecular cluster, C3H9NO2S2 overall, with ωB97M-V with the def2-TZVPD basis set.

The geometry in XYZ format:
```
17
C3H9NO2S2, DFT ωB97M-V with the def2-TZVPD basis set
S 3.03131 -0.41699 -1.75401
S -3.14409 0.01473 0.39855
C -1.57829 0.91640 0.40534
C -0.44351 -0.06910 0.50134
N 0.75043 0.73534 0.45881
C 1.69101 0.55309 1.45171
O 2.96003 0.75274 1.34397
H 2.76026 0.36846 -0.72181
H -1.61791 1.53647 1.30309
H -1.54871 1.58766 -0.48737
H -0.54361 -0.46565 1.53568
H -0.53863 -0.90396 -0.24392
H 4.29328 -0.01210 -1.78244
H 1.38098 0.51566 2.53919
H -2.54761 -1.17035 -1.04723
H -2.75892 -2.33110 -2.02039
O -2.14600 -1.61131 -1.88052
```

For the max |F|, the calculation gives 0.0584 Eh/bohr. The calculation puts the lowest unoccupied orbital energy (spin up / spin down) at 3.049 / 0.714 eV. For the HOMO energy (spin up / spin down), the calculation gives -0.1606 / -0.1355 Ha. The net charge is -1. As for the spin multiplicity: 2. For the orbital gap (spin up / spin down), the calculation gives 7.419 / 4.401 eV.